This record from the Open Molecules 2025 dataset describes C42H30Cl3F2N3O2P2S2Sr as an isolated structure. The level of theory is ωB97M-V/def2-TZVPD.

Lowest unoccupied orbital energy: 3.82 eV
Energy relative to the best compared isomer or geometry (same formula, charge and spin): 8.6 kcal per mole
Kohn-Sham gap: 5.53 eV
Electronic energy: -136697.5340 eV
Net charge: -2

Cartesian coordinates (Å):
Sr1 0.788 0.283 -0.117
S1 -0.005 -0.775 2.733
P1 0.532 -2.316 1.539
C1 0.019 -2.340 -0.033
P2 -1.585 -2.060 -0.379
S2 -2.228 -0.155 -0.491
C2 -1.947 -2.833 -2.011
C3 -0.910 -3.368 -2.762
C4 -1.169 -3.948 -4.000
C5 -2.466 -4.004 -4.488
C6 -3.509 -3.466 -3.739
C7 -3.247 -2.880 -2.511
C8 -2.727 -3.018 0.703
C9 -3.502 -2.394 1.671
C10 -4.218 -3.149 2.593
C11 -4.162 -4.534 2.555
C12 -3.385 -5.167 1.590
C13 -2.671 -4.412 0.675
C14 2.383 -2.316 1.464
C15 3.140 -1.941 2.573
C16 4.522 -1.875 2.490
C17 5.162 -2.181 1.293
C18 4.413 -2.549 0.187
C19 3.026 -2.613 0.269
C20 0.198 -3.891 2.453
C21 0.469 -5.093 1.802
C22 0.171 -6.305 2.403
C23 -0.425 -6.331 3.660
C24 -0.711 -5.138 4.307
C25 -0.395 -3.923 3.708
H1 0.095 -3.297 -2.361
H2 -0.350 -4.350 -4.586
H3 -2.668 -4.457 -5.453
H4 -4.524 -3.501 -4.119
H5 -4.049 -2.438 -1.930
H6 -3.519 -1.310 1.700
H7 -4.811 -2.652 3.352
H8 -4.711 -5.122 3.283
H9 -3.318 -6.249 1.569
H10 -2.040 -4.899 -0.061
H11 2.628 -1.656 3.485
H12 5.101 -1.553 3.349
H13 6.239 -2.092 1.215
H14 4.904 -2.743 -0.760
H15 2.419 -2.842 -0.600
H16 0.895 -5.058 0.804
H17 0.388 -7.235 1.888
H18 -0.675 -7.278 4.125
H19 -1.193 -5.151 5.279
H20 -0.623 -2.984 4.198
F1 6.289 0.094 -2.622
C26 5.579 0.508 -1.524
C27 4.213 0.378 -1.489
C28 3.471 0.793 -0.370
C29 4.190 1.346 0.716
C30 5.580 1.449 0.624
F2 6.351 1.989 1.631
C31 6.304 1.043 -0.475
C32 3.425 1.812 1.909
C33 4.015 2.173 3.132
C34 3.229 2.629 4.172
C35 1.858 2.724 4.006
C36 1.347 2.311 2.788
N1 2.090 1.874 1.780
H21 3.705 -0.074 -2.337
H22 7.379 1.146 -0.506
H23 5.078 2.085 3.268
H24 3.690 2.903 5.115
H25 1.202 3.067 4.795
H26 0.274 2.309 2.618
O1 -0.931 2.919 -3.348
C37 -0.488 1.783 -3.519
C38 -0.832 0.953 -4.765
C39 0.028 -0.293 -4.608
C40 0.650 -0.096 -3.227
O2 1.351 -0.933 -2.657
N2 0.329 1.100 -2.688
H27 -0.636 1.539 -5.664
H28 -1.901 0.735 -4.732
H29 0.830 -0.367 -5.347
H30 -0.529 -1.230 -4.622
Cl1 -0.100 5.873 -2.774
C41 -0.802 5.166 -1.314
Cl2 -0.684 6.355 0.020
Cl3 -2.494 4.747 -1.574
C42 -0.055 3.979 -0.924
N3 0.532 3.046 -0.618